# 1
ORCA calculation (wB97M-V/def2-TZVPD) on an isolated molecule of C4H6N2O2 in a non-equilibrium geometry.

XYZ file:
```
14
Properties=species:S:1:pos:R:3:mulliken_charge:R:1
N -1.57695 -0.16369 -1.31903 -0.506
C -0.34946 0.01068 -0.66391 0.214
C -0.23386 0.85164 0.37324 0.355
O -1.25439 1.69575 0.72768 -0.508
O 0.88085 1.05510 1.17168 -0.421
C 1.75018 -0.06351 1.26324 -0.048
N 1.57342 -1.05998 0.53682 -0.468
C 0.64689 -1.12648 -0.59026 -0.257
H -2.20727 -0.98627 -1.38640 0.179
H -2.02761 0.72868 -1.29442 0.226
H -0.83295 2.38270 1.16697 0.338
H 2.38040 -0.09008 2.06911 0.454
H -0.04493 -1.97392 -0.47963 0.226
H 1.29569 -1.26063 -1.57508 0.218
```

Values from the calculation:
LUMO level ... 0.7 eV
Highest occupied orbital energy ... -7.649 eV
Maximum force ... 4.87 eV Å⁻¹
Orbital gap ... 8.39 eV
SMILES string ... NC1=C(O)OC=NC1
Electronic energy ... -11318.3323 eV


# 2
ORCA calculation (wB97M-V/def2-TZVPD) on an isolated molecule of C4H6N2O2 in a non-equilibrium geometry.

XYZ file:
```
14
Properties=species:S:1:pos:R:3:mulliken_charge:R:1
C -1.57571 -1.19278 -0.00889 -0.161
C -1.81713 0.10540 0.19942 0.017
C 0.54516 0.32753 -0.23703 -0.007
C 1.56700 1.41269 -0.22026 -0.930
N -0.33987 -1.78224 0.05208 -1.117
N 0.64359 -0.91622 0.03908 0.999
O -2.65412 0.98465 -0.30688 -0.381
O 1.82272 -1.61373 0.40869 -0.508
H -2.45818 -1.82069 0.04362 0.376
H 2.52724 1.23565 -0.71599 0.329
H 1.32608 2.27742 -0.99571 0.274
H 1.54376 1.91132 0.78160 0.241
H -2.65229 1.64729 0.39024 0.436
H 1.52174 -2.57632 0.57002 0.430
```

Values from the calculation:
LUMO level ... 0.3 eV
Highest occupied orbital energy ... -7.750 eV
Maximum force ... 3.91 eV Å⁻¹
Orbital gap ... 8.08 eV
Electronic energy ... -11312.8528 eV


# 3
ORCA calculation (wB97M-V/def2-TZVPD) on an isolated molecule of C4H6N2O2 in a non-equilibrium geometry.

XYZ file:
```
14
Properties=species:S:1:pos:R:3:mulliken_charge:R:1
C 0.41392 1.90288 0.71803 -0.651
O 0.42590 1.30713 -0.61391 -0.412
C -0.14585 0.06833 -0.48440 0.229
N 0.01557 -0.60984 0.73370 -0.192
C -0.13552 -1.94082 0.56263 -0.192
N -0.29693 -2.29306 -0.77883 -0.560
C -0.54039 -1.07283 -1.30112 0.442
O -0.67874 -0.81913 -2.65430 -0.528
H -0.62742 1.65470 1.14128 0.316
H 1.28399 1.55247 1.36826 0.263
H 0.71136 2.97339 0.79760 0.266
H -0.47552 -0.06012 1.68277 0.317
H 0.02963 -2.64138 1.45130 0.324
H 0.02001 -0.02172 -2.62300 0.378
```

Values from the calculation:
LUMO level ... 0.3 eV
Highest occupied orbital energy ... -7.761 eV
Maximum force ... 4.96 eV Å⁻¹
Orbital gap ... 8.10 eV
SMILES string ... COc1[nH]cnc1O
Electronic energy ... -11316.4355 eV


# 4
ORCA calculation (wB97M-V/def2-TZVPD) on a structure of composition C4H6N2O2 in a non-equilibrium geometry.

XYZ file:
```
14
Properties=species:S:1:pos:R:3:mulliken_charge:R:1
C -1.80796 -0.98479 1.69451 0.225
C -1.34364 -1.01065 0.60485 -0.409
C 0.52237 1.49026 -0.83243 -0.831
C -0.76314 -1.09891 -0.70391 -0.487
N 0.71438 0.08820 -0.61269 -0.271
N 1.45434 -0.20257 0.43828 1.053
O 2.05638 0.69443 1.02736 -0.642
O 1.49551 -1.36559 0.83218 -0.624
H -1.99461 -0.87699 2.72042 0.450
H 1.39626 1.93559 -1.15990 0.361
H -0.29440 1.92960 -1.49488 0.300
H 0.32298 2.10520 0.04734 0.336
H -1.40967 -0.66320 -1.49810 0.291
H -0.34881 -2.04058 -1.06302 0.247
```

Values from the calculation:
LUMO level ... -0.2 eV
Highest occupied orbital energy ... -10.183 eV
Maximum force ... 4.73 eV Å⁻¹
Orbital gap ... 9.98 eV
Electronic energy ... -11313.1982 eV


# 5
ORCA calculation (wB97M-V/def2-TZVPD) on an isolated molecule of C4H6N2O2 in a non-equilibrium geometry.

XYZ file:
```
14
Properties=species:S:1:pos:R:3:mulliken_charge:R:1
H 3.40125 -0.65993 0.05024 0.235
N 2.52399 -0.09815 -0.00849 -0.560
C 1.53199 -0.88244 0.01216 0.011
N 0.26652 -0.40988 0.00562 0.191
O -0.73780 -1.39971 -0.01881 -0.353
C -1.93752 -0.63330 -0.00546 -0.081
O -1.61358 0.74089 0.01543 -0.345
C -0.27719 0.84851 0.01266 0.482
C 0.35906 2.04349 0.00611 -0.950
H 1.51441 -1.99175 -0.03978 0.332
H -2.41928 -0.92039 0.97468 0.210
H -2.45128 -0.92571 -0.94354 0.224
H -0.26213 2.91679 -0.12156 0.275
H 1.43647 2.15014 -0.02578 0.331
```

Values from the calculation:
LUMO level ... 0.8 eV
Highest occupied orbital energy ... -8.078 eV
Maximum force ... 2.92 eV Å⁻¹
Orbital gap ... 8.86 eV
SMILES string ... [H]/N=C/N1OCOC1=C
Electronic energy ... -11317.0352 eV


# 6
ORCA calculation (wB97M-V/def2-TZVPD) on a cluster of 2 separate species, C4H6N2O2 in total in a non-equilibrium geometry.

XYZ file:
```
14
Properties=species:S:1:pos:R:3:mulliken_charge:R:1
C 1.17358 -0.60545 -0.44326 -0.714
C 1.73248 0.65263 0.21121 -0.425
C -0.99421 1.15800 -0.27055 -0.258
C 0.25365 0.45594 0.00345 0.537
N -0.77887 0.42076 0.92693 -0.500
N -1.69400 -1.30178 0.61981 0.866
O -2.08389 -1.47629 -0.44678 -0.444
O -1.75322 -1.97825 1.58406 -0.517
H 1.11157 -0.72133 -1.61483 0.155
H 1.22898 -1.51985 -0.03502 0.327
H 2.20913 0.60783 1.28176 0.246
H 2.21404 1.39413 -0.55708 0.206
H -0.97072 2.22175 -0.27763 0.271
H -1.64852 0.69190 -0.98206 0.250
```

Values from the calculation:
LUMO level (spin up / spin down) ... -0.4 / -0.4 eV
Highest occupied orbital energy (spin up / spin down) ... -9.310 / -9.311 eV
Maximum force ... 5.55 eV Å⁻¹
Orbital gap (spin up / spin down) ... 8.89 / 8.89 eV
Electronic energy ... -11312.8729 eV


# 7
ORCA calculation (wB97M-V/def2-TZVPD) on an isolated molecule of C4H6N2O2 in a non-equilibrium geometry.

XYZ file:
```
14
Properties=species:S:1:pos:R:3:mulliken_charge:R:1
O -2.53566 -1.30077 0.58822 -0.554
C -1.41739 -1.70796 0.35699 0.417
O -1.10444 -2.99331 0.44345 -0.498
C -0.54357 -0.82513 -0.42072 0.241
C -0.76824 0.62966 -0.15083 -0.624
N 0.66016 1.16009 0.19313 -0.259
C 1.41355 0.04329 0.33154 -0.074
N 0.97804 -1.10362 0.00114 -0.606
H -0.36513 -3.43831 -0.00391 0.365
H -0.59184 -1.21336 -1.37841 0.356
H -1.26248 1.23226 -0.89180 0.325
H -1.35298 0.56976 0.75507 0.320
H 0.75278 1.99128 0.69269 0.232
H 2.36505 0.29653 0.79741 0.359
```

Values from the calculation:
LUMO level ... 0.7 eV
Highest occupied orbital energy ... -9.171 eV
Maximum force ... 4.75 eV Å⁻¹
Orbital gap ... 9.88 eV
SMILES string ... O=C(O)[C@H]1CNC=N1
Electronic energy ... -11319.4749 eV


# 8
ORCA calculation (wB97M-V/def2-TZVPD) on an isolated molecule of C4H6N2O2 in a non-equilibrium geometry.

XYZ file:
```
14
Properties=species:S:1:pos:R:3:mulliken_charge:R:1
O -1.50939 1.59829 -1.82685 -0.407
N -1.66896 0.76362 -0.65450 -0.507
C -0.57748 0.19677 -0.44279 0.393
C 0.75861 0.04833 -1.10180 -0.306
C 1.62526 -0.47805 -0.19657 -0.561
C 0.84717 -0.82669 1.05575 -0.432
N -0.47444 -0.35416 0.84551 0.156
O -1.39467 -0.18682 1.82372 -0.417
H -2.29440 1.37223 -2.39159 0.328
H 0.99249 0.40960 -2.07226 0.449
H 2.60179 -0.88652 -0.41476 0.387
H 1.37401 -0.37055 1.88277 0.295
H 0.85929 -1.90178 1.19318 0.285
H -1.13927 0.61573 2.30019 0.337
```

Values from the calculation:
LUMO level ... 0.9 eV
Highest occupied orbital energy ... -8.236 eV
Maximum force ... 3.06 eV Å⁻¹
Orbital gap ... 9.10 eV
SMILES string ... O/N=C1\C=CCN1O
Electronic energy ... -11315.9435 eV


# 9
ORCA calculation (wB97M-V/def2-TZVPD) on a cluster of 2 separate species, C4H6N2O2 in total in a non-equilibrium geometry.

XYZ file:
```
14
Properties=species:S:1:pos:R:3:mulliken_charge:R:1
C -1.12623 -0.05765 -0.06620 0.028
C -0.40833 1.13440 -0.17930 -0.724
C 0.95491 0.52243 0.04174 0.826
C 0.89476 -0.81964 -0.03121 0.072
H -2.80221 -0.25548 1.32720 0.288
H -3.17716 0.60354 -0.42980 0.312
H -0.71404 2.16844 -0.41424 0.332
H 3.17684 1.07369 -0.73348 0.191
H 2.74960 -0.55213 -0.02363 0.274
H -0.75616 -2.09196 -0.26776 0.346
N -2.63895 -0.24089 0.17153 -0.582
N -0.32383 -1.15730 0.14669 -0.064
O 2.08505 1.10908 0.43824 -0.717
O 2.08575 -1.43654 0.02022 -0.583
```

Values from the calculation:
LUMO level ... -0.9 eV
Highest occupied orbital energy ... -7.444 eV
Maximum force ... 8.36 eV Å⁻¹
Orbital gap ... 6.54 eV
Electronic energy ... -11313.9068 eV


# 10
ORCA calculation (wB97M-V/def2-TZVPD) on an isolated molecule of C4H6N2O2 in a non-equilibrium geometry.

XYZ file:
```
14
Properties=species:S:1:pos:R:3:mulliken_charge:R:1
C 2.32770 -1.56172 -0.24410 -0.682
C 0.96526 -1.40238 -0.22903 -0.142
N 0.50179 -0.10918 -0.26940 -0.424
C -0.65667 0.23989 0.06782 0.436
N -1.68211 -0.60688 0.53865 -0.654
C -1.01692 1.79086 -0.17430 0.586
O -2.03811 2.24306 0.32831 -0.595
O -0.18160 2.52264 -0.89182 -0.404
H 2.77760 -2.56407 -0.24590 0.277
H 3.00854 -0.65053 -0.02559 0.241
H 0.11207 -2.10528 -0.42998 0.364
H -1.18536 -1.20575 1.41031 0.311
H -2.44843 -0.01183 0.91618 0.323
H -0.48374 3.42116 -0.75114 0.363
```

Values from the calculation:
LUMO level ... 0.1 eV
Highest occupied orbital energy ... -8.830 eV
Maximum force ... 4.18 eV Å⁻¹
Orbital gap ... 8.96 eV
SMILES string ... C=C/N=C(\N)C(=O)O
Electronic energy ... -11319.0087 eV


# 11
ORCA calculation (wB97M-V/def2-TZVPD) on an isolated molecule of C4H6N2O2 in a non-equilibrium geometry.

XYZ file:
```
14
Properties=species:S:1:pos:R:3:mulliken_charge:R:1
C 0.02579 -0.47279 -1.32479 -1.234
C 0.12516 0.19693 0.00106 0.756
C 0.60599 -0.59784 1.30849 -0.532
O -0.56764 -1.21169 1.77307 -0.312
C -1.58888 -0.68276 1.01796 0.480
N -2.69716 -0.54525 0.71342 -0.440
N 0.38668 1.44256 0.20988 -0.467
O 0.58382 2.19853 -0.92452 -0.374
H 0.80180 -0.32920 -2.08525 0.393
H -0.01867 -1.56012 -1.23556 0.368
H -0.85272 -0.20428 -1.90794 0.369
H 1.02289 0.06303 2.07625 0.320
H 1.29453 -1.35556 0.96422 0.295
H 0.87841 3.05846 -0.58630 0.376
```

Values from the calculation:
LUMO level ... -0.1 eV
Highest occupied orbital energy ... -9.952 eV
Maximum force ... 4.09 eV Å⁻¹
Orbital gap ... 9.87 eV
SMILES string ... C/C(COC#N)=N\O
Electronic energy ... -11316.1830 eV


# 12
ORCA calculation (wB97M-V/def2-TZVPD) on a cluster of 2 separate species, C4H6N2O2 in total in a non-equilibrium geometry.

XYZ file:
```
14
Properties=species:S:1:pos:R:3:mulliken_charge:R:1
C -2.16001 -1.15265 0.34772 -0.643
C 0.16992 -0.45108 0.10814 0.152
C 1.82403 2.15256 -1.14447 -0.322
C 0.64590 -1.01609 1.45996 0.184
H -1.86903 -1.83606 1.17991 0.330
H -3.08884 -0.60522 0.81569 0.195
H -2.20016 -1.60959 -0.78839 0.280
H 0.15612 -0.99900 -0.86965 0.362
H 2.28748 2.55759 -2.05165 0.363
H 1.20231 3.44953 -0.29035 0.285
N 1.97254 0.60872 -1.30349 -0.290
N 1.07653 -1.59978 2.45215 -0.434
O -1.19898 -0.04085 0.13157 -0.315
O 1.18220 0.54192 -0.04715 -0.148
```

Values from the calculation:
LUMO level ... -0.8 eV
Highest occupied orbital energy ... -9.846 eV
Maximum force ... 11.19 eV Å⁻¹
Orbital gap ... 9.00 eV
Electronic energy ... -11309.6838 eV